Entry from the Open Molecules 2025 dataset: C21H29N3O2S in the gas phase (ωB97M-V/def2-TZVPD).

```
56
Properties=species:S:1:pos:R:3:lowdin_charge:R:1
C -7.417 -1.349 0.653 -0.05
C -5.977 -0.970 0.482 -0.25
C -4.975 -1.735 1.060 -0.05
C -3.642 -1.403 0.915 -0.03
C -3.280 -0.281 0.176 -0.22
N -1.917 0.010 0.064 0.15
C -1.315 1.026 -0.632 -0.49
O -1.915 1.827 -1.323 0.05
N 0.050 1.084 -0.494 -0.06
C 0.871 0.173 0.270 -0.16
C 1.179 -1.137 -0.468 -0.14
C 2.397 -1.823 0.160 -0.20
N 3.553 -0.946 0.081 -0.18
C 4.299 -1.039 -1.164 -0.16
C 5.237 -2.253 -1.200 -0.19
O 6.113 -2.259 -0.093 -0.13
C 5.395 -2.243 1.123 -0.19
C 4.478 -1.017 1.199 -0.16
C 0.767 2.073 -1.283 -0.16
C 1.560 2.995 -0.421 -0.52
C 2.912 3.046 -0.271 -0.14
C 3.331 4.016 0.667 -0.19
C 2.287 4.679 1.224 -0.42
S 0.772 4.140 0.612 1.05
C -4.278 0.492 -0.406 0.03
C -5.615 0.159 -0.260 -0.23
C -6.663 1.017 -0.900 -0.04
H -7.970 -0.547 1.141 0.08
H -7.884 -1.531 -0.315 0.08
H -7.508 -2.249 1.255 0.07
H -5.240 -2.610 1.636 0.11
H -2.880 -2.016 1.377 0.11
H -1.324 -0.627 0.571 0.11
H 0.424 -0.025 1.250 0.13
H 1.826 0.675 0.450 0.11
H 1.390 -0.903 -1.512 0.11
H 0.328 -1.820 -0.449 0.11
H 2.184 -2.019 1.214 0.12
H 2.558 -2.792 -0.334 0.12
H 3.604 -1.081 -2.003 0.12
H 4.901 -0.129 -1.252 0.12
H 5.870 -2.226 -2.088 0.13
H 4.649 -3.185 -1.211 0.12
H 6.144 -2.221 1.917 0.12
H 4.798 -3.165 1.217 0.12
H 3.918 -1.019 2.136 0.12
H 5.097 -0.114 1.164 0.13
H 1.444 1.570 -1.985 0.13
H 0.007 2.622 -1.846 0.12
H 3.589 2.413 -0.818 0.11
H 4.360 4.205 0.913 0.10
H 2.309 5.458 1.960 0.06
H -3.997 1.360 -0.979 0.10
H -6.205 1.844 -1.434 0.08
H -7.259 0.435 -1.603 0.08
H -7.341 1.419 -0.147 0.08
```

Results
M = 387.549 g/mol
SMILES string = Cc1ccc(NC(=O)N(CCCN2CCOCC2)Cc2cccs2)cc1C

---

Entry from the Open Molecules 2025 dataset: C21H29N3O3 in the gas phase (ωB97M-V/def2-TZVPD).

```
56
Properties=species:S:1:pos:R:3:lowdin_charge:R:1
C 3.547 1.545 0.288 -0.09
N 2.314 1.365 0.733 -0.04
C 2.017 0.602 1.703 -0.37
O 0.763 0.282 2.064 -0.08
C 3.023 -0.418 2.258 -0.20
C 2.687 -1.720 2.155 -0.17
C 2.472 -2.049 0.749 -0.29
N 3.226 -1.655 -0.174 0.09
N 2.563 -1.918 -1.264 0.10
C 1.539 -2.774 -1.006 -0.39
C 0.691 -3.498 -1.721 -0.23
C -0.447 -2.809 -2.094 -0.25
C -1.351 -2.274 -0.858 -0.10
C -2.427 -1.195 -1.412 -0.01
C -3.309 -0.669 0.028 -0.31
C -4.558 -0.911 -0.006 -0.03
C -5.360 -0.589 1.212 -0.11
C -4.688 0.185 1.852 -0.19
C -3.244 0.299 2.032 0.00
C -2.575 -0.293 0.938 -0.11
O 1.553 -3.075 0.332 0.14
C 1.037 2.094 0.087 -0.30
C 0.711 1.662 -1.257 -0.10
C -0.475 2.224 -1.919 -0.24
O -0.239 3.521 -1.923 -0.13
C -0.127 4.229 -0.719 -0.06
C 1.293 3.463 0.082 -0.06
H 3.519 2.137 -0.546 0.05
H 4.012 0.520 -0.026 0.12
H 4.205 2.078 1.159 0.16
H 2.938 -0.056 3.519 0.22
H 3.878 -0.143 2.148 0.00
H 3.555 -2.320 2.527 0.15
H 1.783 -1.973 3.066 0.22
H 1.175 -3.940 -2.785 0.20
H 0.211 -4.478 -1.085 0.21
H -0.096 -1.832 -2.634 0.15
H -1.080 -2.958 -2.830 0.06
H -0.563 -1.680 -0.238 0.12
H -1.829 -3.048 -0.382 0.08
H -3.009 -1.577 -2.060 0.01
H -1.910 -0.446 -1.782 0.03
H -5.068 -1.562 -1.010 0.19
H -6.345 -0.739 1.021 0.08
H -5.231 0.276 3.026 0.17
H -2.916 0.743 2.973 0.10
H -1.488 0.255 0.893 0.17
H 0.357 1.872 0.574 0.01
H 0.724 0.382 -1.178 0.20
H 1.565 1.796 -1.734 0.07
H -0.500 2.035 -3.042 0.18
H -1.259 2.058 -1.427 0.05
H 0.237 5.185 -0.771 0.07
H -1.050 4.020 0.005 0.16
H 1.429 3.820 1.090 0.11
H 2.123 3.953 -0.632 0.17
```

Results
M = 371.481 g/mol
SMILES string = CN(C(=O)CCc1nnc(CCCCc2ccccc2)o1)C1CCOCC1

---

Entry from the Open Molecules 2025 dataset: C21H29N5O2 in the gas phase (ωB97M-V/def2-TZVPD).

```
57
Properties=species:S:1:pos:R:3:lowdin_charge:R:1
C -8.010 5.178 0.674 -0.06
C -7.111 4.027 0.995 -0.27
C -5.930 4.034 1.765 -0.12
N -5.394 2.825 1.862 0.08
N -6.183 2.039 1.125 -0.18
C -5.827 0.651 0.928 -0.15
C -4.714 0.473 -0.092 -0.17
C -4.328 -0.995 -0.223 -0.21
N -3.308 -1.283 -1.248 0.03
C -2.079 -0.588 -1.034 -0.47
O -1.867 0.504 -1.497 0.11
C -1.116 -1.281 -0.099 -0.09
C 0.272 -0.667 -0.126 -0.29
C 1.001 -0.832 -1.481 -0.11
C 2.355 -1.456 -1.125 -0.17
N 2.537 -1.122 0.284 -0.17
C 3.584 -1.878 0.935 -0.17
C 4.953 -1.547 0.394 -0.21
C 5.322 -0.221 0.180 -0.02
C 6.580 0.091 -0.302 0.00
C 7.503 -0.915 -0.566 -0.15
C 8.847 -0.505 -1.087 -0.50
N 9.861 -1.406 -0.914 0.16
O 9.018 0.554 -1.654 0.06
C 7.137 -2.239 -0.363 -0.03
C 5.869 -2.549 0.107 -0.03
C 1.226 -1.317 0.877 -0.16
C -7.217 2.720 0.583 -0.04
H -9.034 4.844 0.504 0.07
H -8.027 5.896 1.494 0.07
H -7.683 5.711 -0.221 0.07
H -5.479 4.867 2.281 0.11
H -5.525 0.252 1.898 0.13
H -6.730 0.122 0.615 0.13
H -5.038 0.861 -1.062 0.12
H -3.854 1.071 0.215 0.11
H -3.957 -1.364 0.738 0.12
H -5.204 -1.601 -0.465 0.12
H -3.671 -0.910 -2.122 0.12
H -1.546 -1.200 0.909 0.13
H -1.089 -2.347 -0.333 0.13
H 0.187 0.395 0.103 0.14
H 0.438 -1.471 -2.164 0.11
H 1.122 0.132 -1.970 0.11
H 2.323 -2.553 -1.252 0.12
H 3.180 -1.077 -1.727 0.12
H 3.553 -1.643 2.003 0.13
H 3.412 -2.966 0.840 0.12
H 4.603 0.563 0.380 0.12
H 6.868 1.118 -0.486 0.12
H 9.771 -2.192 -0.299 0.09
H 10.776 -1.127 -1.221 0.11
H 7.818 -3.045 -0.609 0.11
H 5.584 -3.587 0.239 0.11
H 1.177 -0.869 1.871 0.13
H 0.994 -2.396 0.978 0.13
H -7.950 2.224 -0.033 0.13
```

Results
M = 383.496 g/mol
SMILES string = Cc1cnn(CCCNC(=O)C[C@@H]2CCN(Cc3ccc(C(N)=O)cc3)C2)c1

---

Entry from the Open Molecules 2025 dataset: C21H29NO5 in the gas phase (ωB97M-V/def2-TZVPD).

```
56
Properties=species:S:1:pos:R:3:lowdin_charge:R:1
C 6.508 -0.412 -2.173 -0.11
C 5.765 -0.301 -0.848 -0.27
C 4.260 -0.157 -1.056 -0.20
C 3.517 -0.023 0.282 -0.13
C 2.036 0.054 0.058 -0.19
C 1.419 1.255 -0.059 0.04
C 0.019 1.396 -0.326 -0.15
C -0.622 2.601 -0.358 0.02
C -2.031 2.721 -0.541 -0.37
O -2.666 3.749 -0.371 0.08
C -2.782 1.465 -1.040 -0.33
C -2.994 1.613 -2.549 0.04
O -4.081 1.444 -0.431 0.07
C -4.051 1.162 0.863 -0.47
O -3.031 0.882 1.452 0.13
C -5.411 1.211 1.516 -0.13
C -6.527 1.662 0.586 -0.09
C -2.113 0.117 -0.778 -0.31
O -2.748 -0.916 -0.866 0.11
C -0.677 0.150 -0.507 -0.05
C -0.008 -1.026 -0.358 0.05
N 1.312 -1.111 -0.097 -0.02
C 1.868 -2.421 0.171 -0.14
C 1.678 -2.800 1.646 -0.16
C 2.441 -4.074 2.008 -0.18
C 3.925 -3.834 2.283 -0.26
O 4.576 -3.371 1.115 -0.08
H 6.164 -1.281 -2.731 0.07
H 7.577 -0.513 -2.006 0.07
H 6.338 0.473 -2.781 0.07
H 6.139 0.563 -0.293 0.11
H 5.958 -1.193 -0.248 0.10
H 4.055 0.724 -1.667 0.12
H 3.891 -1.029 -1.601 0.12
H 3.785 -0.856 0.929 0.10
H 3.842 0.896 0.771 0.13
H 2.000 2.156 0.065 0.13
H -0.083 3.511 -0.139 0.12
H -3.573 0.768 -2.917 0.10
H -3.538 2.535 -2.738 0.10
H -2.032 1.647 -3.055 0.10
H -5.325 1.881 2.375 0.13
H -5.611 0.210 1.908 0.13
H -6.624 0.977 -0.252 0.08
H -6.313 2.652 0.194 0.08
H -7.471 1.693 1.125 0.07
H -0.551 -1.955 -0.462 0.15
H 2.926 -2.451 -0.080 0.10
H 1.350 -3.148 -0.459 0.14
H 0.613 -2.942 1.840 0.12
H 2.019 -1.978 2.279 0.12
H 2.346 -4.799 1.199 0.12
H 2.012 -4.510 2.910 0.12
H 4.034 -3.093 3.089 0.12
H 4.377 -4.775 2.620 0.12
H 5.528 -3.394 1.258 0.09
```

Results
M = 375.465 g/mol
SMILES string = CCCCC1=CC2=CC(=O)[C@](C)(OC(=O)CC)C(=O)C2=CN1CCCCO

---

Entry from the Open Molecules 2025 dataset: C21H29NO5 in the gas phase (ωB97M-V/def2-TZVPD).

```
56
Properties=species:S:1:pos:R:3:lowdin_charge:R:1
C 1.935 4.101 0.420 -0.10
C 3.404 3.698 0.352 -0.25
C 3.736 2.803 -0.846 -0.19
C 3.565 1.298 -0.572 -0.13
C 2.167 0.913 -0.192 -0.21
C 1.843 0.661 1.101 0.04
C 0.522 0.297 1.524 -0.15
C 0.217 -0.090 2.796 0.03
C -1.077 -0.553 3.174 -0.36
O -1.341 -1.057 4.254 0.08
C -2.227 -0.383 2.150 -0.33
C -3.116 0.770 2.623 0.04
O -3.026 -1.578 2.183 0.08
C -2.454 -2.620 1.601 -0.48
O -1.384 -2.558 1.036 0.13
C -3.284 -3.873 1.726 -0.13
C -4.736 -3.634 1.321 -0.08
C -1.827 -0.128 0.702 -0.30
O -2.628 -0.292 -0.203 0.10
C -0.460 0.323 0.475 -0.05
C -0.079 0.615 -0.800 0.03
N 1.192 0.858 -1.169 -0.01
C 1.498 0.773 -2.584 -0.12
C 1.916 -0.658 -2.982 -0.16
C 0.818 -1.502 -3.636 -0.17
C -0.378 -1.861 -2.745 -0.25
O -1.396 -0.898 -2.927 -0.09
H 1.773 4.777 1.256 0.07
H 1.290 3.238 0.557 0.05
H 1.638 4.614 -0.493 0.08
H 3.687 3.192 1.277 0.11
H 4.003 4.608 0.281 0.10
H 3.121 3.111 -1.694 0.10
H 4.780 2.957 -1.127 0.11
H 3.891 0.738 -1.450 0.11
H 4.226 1.026 0.252 0.12
H 2.612 0.712 1.856 0.13
H 0.990 -0.153 3.548 0.12
H -3.453 0.558 3.634 0.10
H -2.550 1.698 2.615 0.10
H -3.976 0.859 1.962 0.10
H -3.238 -4.188 2.771 0.13
H -2.824 -4.645 1.108 0.12
H -4.791 -3.287 0.292 0.08
H -5.186 -2.883 1.964 0.08
H -5.304 -4.558 1.408 0.07
H -0.818 0.620 -1.587 0.13
H 2.288 1.481 -2.832 0.11
H 0.602 1.053 -3.141 0.13
H 2.284 -1.181 -2.096 0.12
H 2.743 -0.593 -3.693 0.11
H 1.281 -2.427 -3.981 0.11
H 0.424 -0.980 -4.510 0.12
H -0.759 -2.849 -3.039 0.12
H -0.077 -1.921 -1.691 0.12
H -2.060 -1.001 -2.229 0.07
```

Results
M = 375.465 g/mol
SMILES string = CCCCC1=CC2=CC(=O)[C@](C)(OC(=O)CC)C(=O)C2=CN1CCCCO

---

Entry from the Open Molecules 2025 dataset: a molecular structure, C21H29O4P2PtS (ωB97M-V/def2-TZVPD).

```
58
Properties=species:S:1:pos:R:3:lowdin_charge:R:1
Pt 0.451 -0.127 -0.090 1.03
O -0.898 -3.376 -2.701 0.03
C -0.164 -2.758 -1.940 -0.75
O -0.535 -2.119 -0.898 -0.16
C 1.343 -2.780 -2.298 -0.29
P 2.482 -1.445 -1.775 1.10
C 2.225 -1.437 0.083 -0.53
C 2.920 -0.462 0.840 -0.12
C 3.299 -0.689 2.167 -0.07
C 3.051 -1.918 2.731 -0.06
C 2.317 -2.895 2.034 -0.05
C 1.884 -2.652 0.760 -0.06
C 1.415 0.049 -2.126 -0.49
C 0.508 0.020 -3.228 -0.08
C 0.041 1.177 -3.784 -0.07
C 0.404 2.428 -3.253 -0.06
C 1.253 2.502 -2.181 -0.06
C 1.792 1.326 -1.639 -0.15
H 1.438 -2.841 -3.385 0.09
H 1.784 -3.723 -1.961 0.09
H 3.320 0.414 0.350 0.09
H 3.860 0.067 2.701 0.12
H 3.413 -2.135 3.729 0.13
H 2.094 -3.841 2.509 0.12
H 1.295 -3.395 0.242 0.11
H 0.205 -0.931 -3.645 0.11
H -0.608 1.132 -4.650 0.12
H 0.033 3.334 -3.715 0.12
H 1.562 3.459 -1.784 0.12
H 2.621 1.436 -0.956 0.08
C -2.753 -0.617 -2.461 -0.14
P -2.642 0.641 -1.203 0.66
C -3.189 2.196 -1.913 -0.15
C -3.877 0.209 0.016 -0.17
O -1.244 0.934 -0.612 -0.51
H -3.807 -0.737 -2.722 0.08
H -2.351 -1.558 -2.084 0.04
H -2.201 -0.332 -3.351 0.05
H -4.214 2.087 -2.274 0.07
H -2.547 2.480 -2.744 0.05
H -3.160 2.977 -1.154 0.07
H -4.845 0.228 -0.492 0.07
H -3.883 0.931 0.829 0.06
H -3.693 -0.781 0.423 0.06
O -1.909 -0.171 2.064 -0.43
S -0.489 0.177 2.010 0.82
C 0.238 -0.394 3.568 -0.25
C 0.776 0.833 4.289 -0.21
C -0.170 1.978 3.931 -0.21
C -0.285 1.921 2.416 -0.28
H 0.926 -1.217 3.426 0.06
H -0.666 -0.773 4.050 0.11
H 1.788 1.067 3.954 0.11
H 0.817 0.642 5.361 0.13
H 0.214 2.945 4.250 0.12
H -1.142 1.830 4.402 0.13
H 0.633 2.252 1.929 0.10
H -1.130 2.432 1.957 0.11
```

Results
M = 634.552 g/mol
Net charge = +1

---

Entry from the Open Molecules 2025 dataset: C21H30BN4O5PS2 in the gas phase (ωB97M-V/def2-TZVPD).

```
64
Properties=species:S:1:pos:R:3:lowdin_charge:R:1
H -7.215 -2.033 2.858 0.03
N -6.596 -1.182 2.978 0.02
C -5.450 -1.348 2.200 -0.17
C -4.243 -0.214 2.147 -0.11
C -3.034 -0.627 1.068 -0.28
C -3.805 -0.781 -0.400 -0.16
N -4.765 0.394 -0.677 0.05
B -4.601 0.658 -2.194 -0.48
O -5.005 -0.448 -3.126 0.03
O -4.053 1.942 -2.734 0.03
O -2.511 -1.922 1.530 -0.20
C -1.092 -2.113 1.096 -0.34
C -0.255 -2.516 2.447 -0.16
C -0.113 -1.145 3.381 -0.22
C 1.337 -0.393 3.234 -0.48
S 1.930 -0.189 1.453 0.77
C 3.370 0.998 1.330 -0.94
S 4.107 1.478 2.821 0.59
N 3.958 1.600 0.078 -0.19
C 4.112 0.619 -1.054 -0.16
C 5.675 0.242 -1.502 0.02
C 6.046 -0.818 -2.699 -0.07
C 4.842 -1.547 -3.542 -0.06
C 3.267 -1.194 -3.122 -0.05
C 2.923 -0.125 -1.898 -0.03
C 3.316 2.902 -0.327 -0.15
C 1.938 3.106 -1.187 0.00
C 1.320 4.613 -1.568 -0.05
C 2.149 5.956 -1.013 -0.08
C 3.521 5.816 -0.121 -0.07
C 4.080 4.293 0.202 0.01
P -1.098 -3.444 -0.278 0.74
N 0.250 -4.335 -0.373 -0.20
O -2.558 -4.388 -0.067 -0.21
O -1.190 -2.551 -1.812 -0.28
H -5.369 -2.358 1.605 0.12
H -3.822 -0.146 3.260 0.13
H -4.696 0.855 1.923 0.12
H -2.273 0.261 1.105 0.16
H -3.064 -0.801 -1.310 0.10
H -4.440 -1.789 -0.396 0.14
H -4.299 1.234 -0.238 0.10
H -4.124 -0.924 -3.312 0.11
H -3.105 1.804 -3.061 0.12
H -0.667 -1.124 0.599 0.12
H 0.833 -2.905 2.265 0.11
H -0.830 -3.342 3.086 0.14
H -0.183 -1.524 4.508 0.13
H -1.017 -0.412 3.233 0.11
H 1.193 0.718 3.647 0.09
H 2.156 -0.893 3.942 0.11
H 6.554 0.729 -0.904 0.09
H 7.197 -1.042 -2.913 0.09
H 5.133 -2.317 -4.387 0.09
H 2.367 -1.720 -3.681 0.08
H 1.800 0.055 -1.625 0.05
H 1.328 2.181 -1.561 0.06
H 0.332 4.758 -2.213 0.09
H 1.695 7.030 -1.260 0.09
H 4.101 6.785 0.264 0.09
H 5.057 4.190 0.859 0.09
H 0.887 -4.019 0.392 -0.03
H -3.080 -4.208 -0.924 0.09
H -0.219 -2.381 -2.033 0.07
```

Results
M = 524.414 g/mol
SMILES string = [H]/N=C/C[C@H](CNB(O)O)O[C@@H](CCCSC(=S)N(c1ccccc1)c1ccccc1)P(=N)(O)O

---

Entry from the Open Molecules 2025 dataset: C21H30BrN3O3S in the gas phase (ωB97M-V/def2-TZVPD).

```
59
Properties=species:S:1:pos:R:3:lowdin_charge:R:1
C 7.212 0.891 0.898 -0.07
C 6.449 -0.125 0.055 -0.37
C 6.574 0.179 -1.437 -0.18
C 5.756 -0.832 -2.233 -0.18
C 4.307 -0.819 -1.756 -0.20
N 4.264 -1.140 -0.343 -0.18
C 2.957 -1.502 0.154 -0.18
C 1.879 -0.392 0.173 -0.15
C 1.743 0.288 1.536 -0.23
N 0.801 1.383 1.541 -0.12
S -0.781 1.040 1.821 0.66
O -1.498 2.283 1.838 -0.27
O -0.838 0.205 2.983 -0.28
C -1.510 0.039 0.499 -0.17
C -1.549 -1.336 0.683 -0.12
C -2.305 -2.127 -0.162 -0.66
Br -2.310 -4.007 0.085 0.74
C -3.100 -1.578 -1.167 -0.06
C -3.076 -0.214 -1.330 -0.14
C -2.249 0.587 -0.531 -0.14
N -2.384 1.925 -0.880 0.03
C -1.343 2.811 -0.852 -0.40
O -0.194 2.427 -0.729 0.06
C -1.698 4.251 -1.018 -0.20
C -1.516 5.127 0.193 -0.08
C -2.889 4.837 -0.324 -0.11
C -3.601 2.071 -1.673 -0.10
C -3.841 0.671 -2.271 -0.07
C 4.967 -0.145 0.440 -0.18
H 8.265 0.897 0.625 0.08
H 7.132 0.651 1.955 0.07
H 6.813 1.891 0.742 0.08
H 6.856 -1.124 0.240 0.14
H 7.621 0.143 -1.743 0.11
H 6.200 1.187 -1.633 0.12
H 6.167 -1.831 -2.082 0.11
H 5.793 -0.600 -3.299 0.11
H 3.729 -1.572 -2.298 0.12
H 3.868 0.172 -1.975 0.12
H 2.606 -2.327 -0.472 0.12
H 3.087 -1.890 1.168 0.12
H 2.120 0.366 -0.575 0.11
H 0.915 -0.820 -0.106 0.09
H 1.388 -0.417 2.292 0.12
H 2.710 0.683 1.861 0.11
H 0.888 2.018 0.757 0.08
H -1.010 -1.758 1.516 0.11
H -3.723 -2.210 -1.781 0.11
H -1.393 4.664 -1.973 0.15
H -1.221 4.631 1.105 0.10
H -1.093 6.110 0.053 0.10
H -3.499 4.179 0.275 0.10
H -3.437 5.621 -0.825 0.10
H -4.433 2.350 -1.019 0.13
H -3.473 2.843 -2.431 0.13
H -3.432 0.590 -3.282 0.12
H -4.900 0.419 -2.312 0.12
H 4.870 -0.410 1.496 0.13
H 4.551 0.868 0.295 0.13
```

Results
M = 484.460 g/mol
SMILES string = C[C@@H]1CCCN(CCCNS(=O)(=O)c2cc(Br)cc3c2N(C(=O)C2CC2)CC3)C1

---

Number 1: HOMO-LUMO gap 0.313 hartree, largest force on an atom 0.6 eV/A. Number 2: HOMO-LUMO gap 0.342 hartree, largest force on an atom 17.0 eV/A. Number 3: HOMO-LUMO gap 0.352 hartree, largest force on an atom 0.9 eV/A. Number 4: HOMO-LUMO gap 0.282 hartree, largest force on an atom 0.8 eV/A. Number 5: HOMO-LUMO gap 0.281 hartree, largest force on an atom 0.9 eV/A. Number 6: HOMO-LUMO gap 0.228 hartree, largest force on an atom 0.7 eV/A. Number 7: HOMO-LUMO gap 0.284 hartree, largest force on an atom 6.0 eV/A. Number 8: HOMO-LUMO gap 0.320 hartree, largest force on an atom 1.0 eV/A.